99
Properties=species:S:1:pos:R:3 method="wB97M-V/def2-TZVPD" total_charge=-1 homo_energy_ha=-0.122 gap_ev=5.07 total_energy_ev=-141125.813 fmax_ev_per_a=4.07
C 4.40244 -1.37037 -2.33090
O 3.07103 -0.80517 -2.30331
B 2.93224 0.23618 -1.31260
O 3.93315 0.44823 -0.25550
P 1.38737 1.44863 -1.24415
C 2.48565 2.75690 -2.10970
O 3.59829 2.12564 -2.86890
O 3.19731 2.18892 -4.19717
C 0.46321 0.08935 -0.25366
O -0.93573 -0.09174 -0.61060
C -1.17341 -1.32129 -1.30649
O -2.55357 -1.73934 -1.32720
C -3.46427 -0.62698 -1.26492
C -3.36709 0.37476 -2.52068
O -4.02854 1.61539 -2.09055
C -0.08637 2.71627 -1.04632
C -0.30802 3.16696 0.46089
O -0.81378 2.48511 1.35771
Br 0.22868 5.03814 0.99183
H 4.42490 -2.27729 -1.64198
H 5.24148 -0.63044 -2.15091
H 4.56818 -1.78226 -3.38876
H 3.62284 -0.09794 0.50131
H 0.86387 0.94428 -2.51014
H 1.88071 1.97108 0.04230
H 1.95455 3.43084 -2.85448
H 3.00366 3.39891 -1.30719
H 2.32194 1.73303 -4.28376
H 1.05347 -0.89310 -0.39114
H 0.52831 0.32195 0.86034
H -0.85288 -1.15195 -2.40013
H -0.56424 -2.20522 -0.91879
H -3.44109 -0.07367 -0.26017
H -4.52226 -1.07944 -1.32330
H -3.94100 -0.04410 -3.40335
H -2.29591 0.67171 -2.76660
H -3.44367 2.05679 -1.43493
H 0.16186 3.68552 -1.61450
H -1.05289 2.33675 -1.54220
C 8.71519 -1.51475 -3.78213
C 7.47581 -2.35032 -3.77302
N 6.50324 -3.00118 -3.76585
H 9.03732 -1.31900 -2.75869
H 9.51133 -2.03837 -4.31287
H 8.51788 -0.56524 -4.28133
C -8.05016 -2.04037 -1.14682
C -6.93192 -1.73124 -2.08917
N -6.05342 -1.48909 -2.82426
H -8.07676 -1.29832 -0.34780
H -9.00071 -2.02325 -1.68134
H -7.90398 -3.02919 -0.71042
C -0.42400 -1.70338 3.99678
C 0.72718 -1.37272 3.10299
N 1.62329 -1.11381 2.39664
H -0.49306 -0.97136 4.80222
H -1.35282 -1.69129 3.42381
H -0.28427 -2.69569 4.42912
C 1.39631 -2.92125 7.66739
C 0.37124 -1.84412 7.50711
N -0.42905 -0.99837 7.38168
H 2.09733 -2.89101 6.83625
H 1.94250 -2.77808 8.59896
H 0.90889 -3.89712 7.68610
C -2.06575 -0.08464 -6.82863
C -1.44170 -0.53584 -5.54756
N -0.95919 -0.88915 -4.54109
H -2.94103 -0.69208 -7.04616
H -2.36905 0.95943 -6.74602
H -1.35013 -0.18450 -7.64626
C 1.20402 8.68437 -1.05588
C 0.70434 7.40010 -1.63396
N 0.31335 6.39350 -2.08255
H 2.02033 9.07263 -1.66621
H 0.39738 9.41811 -1.03048
H 1.56626 8.51707 -0.04049
C -6.94931 -0.64373 -5.84889
C -5.83767 -0.32835 -6.79630
N -4.96374 -0.08126 -7.53509
H -6.97147 0.09387 -5.04585
H -7.90324 -0.62521 -6.37808
H -6.79852 -1.63398 -5.41795
C -0.80858 3.11491 4.79886
C 0.42817 2.99807 5.63180
N 1.39611 2.90658 6.28498
H -1.40724 2.20825 4.89440
H -1.40013 3.96886 5.13176
H -0.53975 3.25476 3.74979
C -2.83448 -5.20880 4.28023
C -1.62056 -5.33964 5.14288
N -0.66912 -5.44205 5.81680
H -3.44111 -6.11207 4.35505
H -3.42785 -4.35261 4.60346
H -2.53641 -5.06427 3.24086
C 5.83287 -1.88872 7.60748
C 4.80523 -2.97426 7.59630
N 3.99833 -3.82275 7.58751
H 6.03277 -1.57864 8.63384
H 6.75807 -2.25005 7.15716
H 5.47103 -1.03043 7.03956

---

22
Properties=species:S:1:pos:R:3 method="wB97M-V/def2-TZVPD" de_lowest_ev=2.928 homo_energy_ha=-0.358 gap_ev=10.45 total_energy_ev=-14604.284 fmax_ev_per_a=1.71
O -1.34659 -1.98922 1.18590
C -1.40189 -1.38534 -0.08634
C -2.59579 -0.42167 -0.27841
C -1.66407 0.75166 0.10073
O -1.64819 0.99556 1.49448
C -0.46536 -0.15437 -0.26499
C 0.80032 -0.08199 0.53019
C 2.08218 -0.48562 -0.05303
O 1.73933 0.92335 0.13499
H -1.52490 -1.31607 1.85345
H -1.28142 -2.19210 -0.81910
H -2.91464 -0.36972 -1.32743
H -3.46955 -0.58493 0.36715
H -1.76937 1.69090 -0.46243
H -2.49227 1.37328 1.75662
H -0.23801 -0.03236 -1.33316
H 0.69671 -0.16727 1.61529
H 2.85908 -0.87619 0.60983
H 2.09639 -0.83001 -1.09038
O 4.37889 1.53143 -1.02749
H 3.67711 2.23626 -0.93421
H 4.48204 1.38442 -1.97163

---

82
Properties=species:S:1:pos:R:3 method="wB97M-V/def2-TZVPD" total_charge=-2 de_lowest_ev=0.489 homo_energy_ha="-0.039 / -0.039" gap_ev="4.89 / 4.89" total_energy_ev=-197404.242 fmax_ev_per_a=1.12
Co -0.10736 0.22186 -0.17085
C 7.34106 -3.18860 -3.71568
O 7.33062 -4.44336 -3.05858
C 6.12690 -4.88495 -2.58950
C 6.14170 -6.06989 -1.86702
C 4.96240 -6.57796 -1.34665
C 3.75434 -5.91063 -1.50054
C 3.74533 -4.74588 -2.26064
C 4.91457 -4.23427 -2.80649
N 2.57756 -6.60148 -1.01750
N 1.53689 -6.01901 -0.67523
C 1.52787 -4.66468 -0.26848
C 2.52873 -4.08237 0.49433
C 2.50317 -2.75325 0.88455
C 1.46594 -1.89794 0.45465
O 1.40836 -0.65955 0.70592
C 0.39679 -2.51414 -0.31677
N -0.57876 -1.65985 -0.72995
C -1.56482 -2.11444 -1.45062
C -1.66511 -3.48261 -1.78845
C -0.69972 -4.35544 -1.39076
C 0.39661 -3.87801 -0.62758
H 8.38064 -2.97646 -3.95212
H 6.94770 -2.39718 -3.07407
H 6.76098 -3.21477 -4.64128
H 7.08379 -6.58355 -1.72297
H 4.96661 -7.50641 -0.78723
H 2.81607 -4.22472 -2.45186
H 4.85748 -3.31992 -3.37886
H 3.35718 -4.70741 0.80857
H 3.28792 -2.33352 1.50040
H -2.29714 -1.38010 -1.76953
H -2.51191 -3.81575 -2.37389
H -0.74496 -5.40705 -1.64355
S -2.83062 3.79175 1.51429
Sb -1.38615 3.29070 -0.24632
S -2.03672 1.05070 -0.97925
S 0.53171 2.15842 0.74694
O 2.28687 0.77662 -3.61175
C 1.56256 0.60266 -2.65611
N 0.84339 0.42767 -1.75049
C -3.05988 -3.06704 5.64893
C -2.07841 -2.52087 4.59720
C -1.99201 -3.52925 3.43858
C -0.67387 -2.47569 5.21752
Si -2.61474 -0.76547 3.99777
Br -1.40993 -0.43376 2.14569
C -4.43534 -0.67965 3.42235
C -4.83263 -1.94188 2.64369
C -5.38709 -0.53088 4.62231
C -4.64173 0.50488 2.45649
C -2.10236 0.63798 5.19202
C -2.51844 0.30955 6.63702
C -2.75775 1.96633 4.78051
C -0.58363 0.89002 5.14827
H -2.68435 -4.02319 6.03630
H -4.04997 -3.24967 5.22645
H -3.18062 -2.38929 6.49766
H -1.69624 -4.50580 3.84511
H -1.23911 -3.23082 2.70746
H -2.93334 -3.65990 2.90927
H -0.36173 -3.49963 5.46138
H -0.63958 -1.89171 6.13758
H 0.05701 -2.06268 4.51806
H -4.84546 -2.84011 3.26482
H -4.16444 -2.11135 1.79551
H -5.84506 -1.80006 2.24514
H -5.27086 -1.33390 5.35646
H -6.42336 -0.55628 4.26218
H -5.24325 0.41920 5.13858
H -4.05378 0.39899 1.54224
H -4.37755 1.47496 2.86869
H -5.70260 0.53604 2.17132
H -3.59039 0.10984 6.72567
H -2.28831 1.17113 7.27601
H -1.98335 -0.55242 7.04153
H -3.84253 1.95406 4.90369
H -2.53571 2.25424 3.74649
H -2.36263 2.76087 5.42670
H 0.01013 0.02254 5.43238
H -0.35055 1.70205 5.84921
H -0.26267 1.20977 4.15482

---

182
Properties=species:S:1:pos:R:3 method="wB97M-V/def2-TZVPD" total_charge=-2 homo_energy_ha=-0.154 gap_ev=7.58 total_energy_ev=-103437.654 fmax_ev_per_a=3.90
C 12.94376 11.60495 14.03576
N 13.70695 12.79084 14.47274
C 13.28902 13.89090 13.59181
C 13.42023 12.95074 15.93375
C 15.22742 12.59193 14.27114
C 15.89631 11.49177 15.14764
O 16.43655 11.92600 16.38393
H 13.01051 11.53710 12.92164
H 11.93735 11.76336 14.47695
H 13.44853 10.76812 14.48635
H 12.23178 13.99922 13.61142
H 13.67488 13.63861 12.55780
H 13.77999 14.81712 13.94024
H 14.08697 13.70882 16.33020
H 13.62206 11.99242 16.42982
H 12.39899 13.36613 16.07970
H 15.67061 13.52218 14.63813
H 15.31218 12.35920 13.22017
H 16.60128 11.01891 14.50205
H 15.28651 10.65109 15.34493
H 16.55618 12.88415 16.39837
C 18.85564 18.17657 16.24867
N 19.58488 18.80322 17.39973
C 19.36394 20.27196 17.29740
C 18.99417 18.39502 18.71395
C 20.94169 18.42164 17.31530
C 21.31981 17.00181 16.89350
O 21.23231 16.04279 17.88509
H 19.38910 18.52080 15.28947
H 17.79606 18.40154 16.17672
H 19.02404 17.15544 16.30047
H 19.62409 20.71168 18.22041
H 18.35789 20.50762 17.10249
H 19.89552 20.76790 16.47775
H 19.76806 18.62515 19.41732
H 18.84109 17.34951 18.73617
H 18.07007 18.89666 18.94057
H 21.43980 18.63083 18.25778
H 21.45864 19.00070 16.57493
H 22.40728 17.06434 16.65750
H 20.88195 16.65776 15.96336
H 20.43275 15.49042 17.75510
C 12.03554 17.28399 13.76970
N 10.81377 17.78298 13.09117
C 11.15492 17.92700 11.64509
C 9.64246 16.80365 13.18856
C 10.49986 19.12006 13.69548
C 9.51520 20.10732 13.00180
O 9.61862 21.45746 13.46870
H 12.85703 17.95179 13.55571
H 12.30123 16.34931 13.31277
H 11.91228 17.12448 14.83948
H 11.34819 16.95830 11.24885
H 11.95537 18.64960 11.54552
H 10.24373 18.24011 11.07255
H 9.69750 15.96509 12.47247
H 8.70160 17.37324 13.02099
H 9.64345 16.42539 14.19889
H 11.52171 19.51002 13.91005
H 10.10087 18.87116 14.72021
H 8.45556 19.82963 13.19336
H 9.51996 20.07414 11.90160
H 10.45918 21.78599 13.25230
C 15.93362 22.94924 13.77906
N 17.18851 22.12987 13.67807
C 17.98339 22.41322 14.91064
C 16.80930 20.66834 13.63777
C 17.99537 22.41180 12.39116
C 18.74099 23.69383 12.39412
O 20.05169 23.69681 12.91412
H 16.17591 24.05451 13.64156
H 15.62854 22.77896 14.77249
H 15.31690 22.58082 13.01696
H 18.17366 23.42933 15.07433
H 18.91974 21.87933 14.92291
H 17.29219 21.98646 15.66581
H 16.47494 20.51362 12.63244
H 16.01514 20.40509 14.33426
H 17.69983 20.12439 13.87234
H 17.32550 22.33565 11.54732
H 18.71052 21.57227 12.46706
H 18.15495 24.53407 12.84182
H 18.98270 24.01688 11.34251
H 20.27933 23.07396 13.65964
C 19.43492 12.64407 11.25316
N 18.76090 11.31556 11.29436
C 19.67737 10.21205 10.90312
C 18.21419 11.00850 12.65102
C 17.46721 11.39310 10.45241
C 17.67433 11.18061 8.96161
O 17.83151 9.83711 8.63846
H 18.66777 13.48273 11.22219
H 20.09274 12.62726 10.33083
H 19.99816 12.63517 12.14698
H 19.11444 9.28856 11.11107
H 20.53183 10.33903 11.60489
H 20.06148 10.34740 9.89774
H 17.61189 10.14734 12.69345
H 17.56367 11.89290 12.88369
H 19.07097 11.08058 13.35912
H 17.04217 12.37145 10.71997
H 16.72361 10.62742 10.68567
H 18.47944 11.88280 8.61904
H 16.74762 11.54745 8.51665
H 18.65644 9.78097 8.09271
C 15.39096 17.81946 10.96661
N 16.41167 17.02326 11.67881
C 16.60076 15.66234 10.96598
C 17.67382 17.79318 11.64245
C 15.89616 16.81328 13.03488
C 16.87184 16.33957 14.03010
O 17.62186 15.15406 13.83497
H 14.66669 17.01588 10.76300
H 15.80699 18.03608 9.98851
H 15.15883 18.69072 11.56876
H 17.47580 15.78856 10.31214
H 15.70542 15.53468 10.36795
H 16.69744 14.90152 11.70591
H 18.44786 17.34161 12.32108
H 17.50363 18.76084 12.10178
H 17.98321 17.86290 10.61208
H 14.96508 16.21131 12.95897
H 15.57150 17.78197 13.40620
H 16.29018 16.24214 14.93954
H 17.60735 17.08386 14.28772
H 17.46087 14.67189 14.65222
C 18.02101 14.05211 18.66380
C 17.89547 14.62551 17.25634
O 16.82256 14.52986 16.60462
O 18.94449 15.06055 16.75176
H 18.96220 14.32935 19.07647
H 18.05838 12.95902 18.61496
H 17.20476 14.29976 19.33479
C 14.19710 9.27548 9.93351
C 14.67030 9.88137 11.30882
O 15.03176 9.01829 12.15411
O 14.56388 11.16500 11.34806
H 14.66095 9.75530 9.07160
H 13.08765 9.39685 9.85319
H 14.35608 8.17623 9.95540
C 12.77126 22.48341 12.12073
C 13.83074 21.54520 11.55810
O 13.45892 20.36318 11.24299
O 14.93338 22.10145 11.38352
H 12.99012 23.55417 12.06641
H 12.51377 22.19520 13.15103
H 11.90722 22.35499 11.41375
C 10.82706 16.61010 18.37632
C 10.24681 16.17101 17.01092
O 10.12192 17.01222 16.11142
O 10.07453 14.91806 16.94439
H 11.41915 15.82797 18.83227
H 10.12116 16.92614 19.16993
H 11.53238 17.44656 18.15937
C 22.62540 20.59573 13.24664
C 21.16981 20.73922 13.87563
O 20.34962 19.78824 13.70603
O 20.90068 21.85359 14.48158
H 22.95624 19.54960 12.96342
H 23.28068 21.05025 14.08261
H 22.74375 21.31300 12.40195
C 15.15898 17.98641 17.57986
C 15.45793 19.09877 16.61563
O 16.37114 19.90870 16.95661
O 14.86266 19.07803 15.52059
H 15.39677 17.03073 17.06972
H 14.06406 17.86046 17.69390
H 15.67188 18.13424 18.53402
C 12.71395 13.48959 9.45970
C 12.58726 14.59995 10.51644
O 11.46511 14.83175 11.02566
O 13.71915 14.96220 10.95136
H 13.24335 12.70700 9.98984
H 13.19300 13.91256 8.61306
H 11.71897 13.16373 9.19999
C 21.59426 11.67999 6.24865
C 21.09383 11.05940 7.57243
O 21.57649 11.58373 8.58888
O 20.27411 10.11309 7.44191
H 21.23339 12.66141 6.21348
H 21.15978 11.22248 5.28641
H 22.73503 11.68459 6.13591

---

68
Properties=species:S:1:pos:R:3 method="wB97M-V/def2-TZVPD" de_lowest_ev=1.869 homo_energy_ha=-0.248 gap_ev=7.17 total_energy_ev=-36693.186 fmax_ev_per_a=3.45
C 0.41170 4.12761 1.49814
C -0.46462 2.91091 1.81974
C 0.47100 1.82252 2.33490
C -1.47487 3.34422 2.87251
C -1.24241 2.39912 0.58009
C -2.12343 1.28111 0.59262
O -2.28797 0.66593 1.83586
C -2.65516 0.76210 -0.62694
C -3.38471 -0.60281 -0.81422
C -3.44788 -1.02115 -2.29118
C -4.84933 -0.46984 -0.40531
C -2.57792 -1.67602 -0.09768
C -2.42220 1.50592 -1.78844
C -1.64715 2.65517 -1.78855
C -1.02768 3.06938 -0.62238
H -0.17778 4.97245 1.12233
H 0.91688 4.45773 2.41238
H 1.19208 3.88150 0.76714
H -0.07640 0.91515 2.59411
H 1.20678 1.58258 1.55858
H 0.99698 2.18544 3.22299
H -2.03487 2.48063 3.23773
H -0.96884 3.82712 3.71672
H -2.18614 4.05379 2.42775
H -2.45647 -1.08139 -2.75431
H -3.90367 -2.01445 -2.35939
H -4.08193 -0.34668 -2.87955
H -4.99285 -0.46846 0.67166
H -5.23216 0.47693 -0.78927
H -5.44320 -1.28743 -0.82147
H -2.36553 -1.41697 0.93942
H -3.11041 -2.62935 -0.12579
H -1.61432 -1.78353 -0.61245
H -2.80201 1.12913 -2.73503
H -1.47903 3.19620 -2.71791
H -0.34389 3.91231 -0.64067
C -4.23924 2.60561 5.75800
N -5.08256 3.40685 4.88779
C -5.79494 4.49091 5.37065
C -6.41515 5.05991 4.31487
N -6.08222 4.31797 3.19088
C -6.55322 4.64882 1.86354
C -5.27280 3.28100 3.54719
C -4.66700 2.30324 2.61896
C -4.15832 1.12830 3.22205
C -3.35108 0.13761 2.48006
C -2.80941 -0.95599 3.43714
C -1.49356 -1.44122 3.35573
C -1.03007 -2.37738 4.28076
C -1.88638 -2.84505 5.28566
C -3.21412 -2.40585 5.34532
C -3.67368 -1.47823 4.41059
O -4.63386 2.53589 1.37847
H -3.29250 2.35323 5.26320
H -4.03129 3.20525 6.65334
H -4.73880 1.67902 6.07708
H -5.77302 4.78596 6.40672
H -7.02612 5.94376 4.25830
H -5.92598 4.12220 1.13909
H -7.60215 4.35004 1.73343
H -6.47511 5.73182 1.72508
H -4.74549 0.78718 4.07471
H -4.04983 -0.39453 1.81227
H -0.82810 -1.10536 2.55361
H 0.00166 -2.74200 4.18699
H -1.52951 -3.60154 5.99316
H -3.90805 -2.79507 6.09770
H -4.71592 -1.15984 4.42735